A molecular structure, C64H105BN15O8Pb in a non-equilibrium geometry, computed with ωB97M-V with the def2-TZVPD basis set.

Kohn-Sham gap ... 0.2743 hartree
Calculated total energy ... -112723.8588 eV
Net charge ... +1
Lowest unoccupied orbital energy ... -0.16316 Ha
HOMO energy ... -11.9 eV

CARTESIAN COORDINATES (ANGSTROEM)
Pb (3.418922, 11.332477, 5.717926)
O (1.491493, 7.687732, 2.574556)
C (0.576257, 8.521943, 2.627298)
O (-0.583303, 8.496650, 2.034886)
B (-1.361732, 9.661607, 2.280911)
O (-0.605183, 10.427026, 3.272195)
C (0.528018, 9.833256, 3.528359)
O (1.435052, 10.200014, 4.292578)
O (-2.667108, 9.243723, 2.845518)
C (-3.660231, 9.760139, 2.095429)
O (-4.877126, 9.669326, 2.351764)
C (-3.033069, 10.512764, 0.918346)
O (-1.694609, 10.383305, 1.035329)
O (-3.633096, 11.016281, -0.016472)
C (-6.974191, 10.966572, -2.843592)
C (-6.153479, 9.985673, -2.010053)
C (-6.570624, 9.798162, -0.561972)
C (-7.971265, 9.447825, -0.477974)
N (-9.105509, 9.224688, -0.425447)
H (-7.065315, 11.893824, -2.277893)
H (-7.974207, 10.584150, -3.048067)
H (-6.571468, 11.211661, -3.826370)
H (-5.100181, 10.260199, -1.952632)
H (-6.164417, 9.028892, -2.532115)
H (-6.393085, 10.685320, 0.045921)
H (-6.110043, 8.953130, -0.050223)
C (2.787662, 5.753731, -0.007103)
C (2.534666, 6.240418, -1.437436)
C (3.812554, 6.274399, -2.341976)
C (4.262892, 4.969903, -2.870029)
N (4.569137, 3.942988, -3.278584)
H (3.441146, 6.414127, 0.562916)
H (3.288693, 4.785713, -0.004860)
H (1.854280, 5.709174, 0.554069)
H (2.257583, 7.284652, -1.292955)
H (1.740097, 5.729484, -1.981213)
H (4.636303, 6.758290, -1.817203)
H (3.606194, 6.890440, -3.217194)
C (-1.927813, 13.050560, 4.760222)
C (-2.200871, 12.884435, 6.289650)
C (-1.692406, 11.559876, 6.845865)
C (-0.241468, 11.488688, 6.969809)
N (0.916768, 11.386547, 7.045523)
H (-0.897130, 12.878869, 4.449884)
H (-2.230491, 14.006869, 4.333671)
H (-2.478090, 12.304981, 4.186274)
H (-3.274554, 12.957040, 6.462976)
H (-1.744798, 13.723437, 6.815158)
H (-2.005257, 10.775156, 6.157080)
H (-2.035903, 11.385012, 7.865440)
C (-0.196685, 8.795502, -2.136797)
C (-0.234224, 8.669705, -3.628987)
C (-1.187187, 7.578058, -4.147346)
C (-2.594756, 7.821725, -3.693917)
N (-3.663665, 8.033204, -3.334794)
H (-1.092887, 9.038694, -1.566025)
H (0.610286, 9.480468, -1.876558)
H (0.121488, 7.802221, -1.820163)
H (0.745829, 8.516047, -4.080634)
H (-0.489718, 9.622578, -4.092513)
H (-0.928553, 6.571954, -3.817235)
H (-1.106221, 7.646075, -5.232201)
C (1.651965, 2.259549, 2.902280)
C (1.496495, 3.491217, 2.067471)
C (0.540148, 4.575436, 2.637990)
C (-0.826671, 4.121307, 2.973647)
N (-1.844142, 3.700365, 3.227969)
H (2.375576, 1.637929, 2.374944)
H (0.714116, 1.717145, 3.022017)
H (2.092885, 2.583245, 3.845100)
H (1.288411, 3.262697, 1.022204)
H (2.478663, 3.963438, 2.088633)
H (0.268320, 5.388701, 1.965075)
H (0.870662, 4.979958, 3.594654)
C (-7.805417, 8.062682, 2.855165)
C (-8.283290, 6.825482, 3.574813)
C (-9.055924, 5.869182, 2.655295)
C (-8.609262, 5.623538, 1.317320)
N (-8.257268, 5.358974, 0.262583)
H (-7.206434, 7.790682, 1.986054)
H (-7.189367, 8.689619, 3.499783)
H (-8.640725, 8.712622, 2.594543)
H (-8.791680, 7.058814, 4.510321)
H (-7.435854, 6.278135, 3.987569)
H (-10.110545, 6.143863, 2.634675)
H (-9.080242, 4.873729, 3.098676)
C (2.204311, 11.440885, 0.254029)
C (3.410417, 10.584393, -0.282747)
C (3.800309, 9.494465, 0.745191)
C (3.988076, 9.892098, 2.171151)
N (4.090919, 10.251087, 3.290409)
H (1.843907, 12.208060, -0.431288)
H (2.466082, 11.945092, 1.184274)
H (1.366578, 10.764635, 0.424247)
H (4.293473, 11.208094, -0.421695)
H (3.227680, 10.146075, -1.263861)
H (4.613085, 8.872021, 0.370966)
H (2.981706, 8.776114, 0.789334)
C (0.002157, 13.735269, 1.431490)
C (1.053229, 14.843993, 1.532869)
C (1.384950, 15.236295, 2.941085)
C (1.789638, 14.100629, 3.776467)
N (2.155188, 13.194704, 4.387767)
H (-0.862496, 13.944758, 2.061251)
H (0.383341, 12.779866, 1.792056)
H (-0.258974, 13.635972, 0.377901)
H (0.656333, 15.728075, 1.033902)
H (1.959275, 14.497262, 1.035936)
H (0.517009, 15.670079, 3.437676)
H (2.238107, 15.912108, 3.000261)
C (-1.919162, 12.318031, -3.240542)
C (-3.439030, 12.483333, -3.440918)
C (-3.882460, 13.802384, -4.089380)
C (-3.422120, 14.995319, -3.328524)
N (-3.047281, 15.927739, -2.724206)
H (-1.409813, 12.231842, -4.200356)
H (-1.677280, 11.399852, -2.705246)
H (-1.449477, 13.103991, -2.649129)
H (-3.858442, 12.455851, -2.435214)
H (-3.871435, 11.591872, -3.895270)
H (-4.968100, 13.870943, -4.158428)
H (-3.550014, 13.878247, -5.124669)
C (-4.547225, 14.463773, 1.323237)
C (-3.368296, 14.478338, 0.397262)
C (-2.573141, 15.761726, 0.531492)
C (-2.307426, 16.233918, 1.893078)
N (-2.101528, 16.600389, 2.969947)
H (-4.342283, 14.424846, 2.393087)
H (-5.049393, 13.505367, 1.191386)
H (-5.167677, 15.321208, 1.062560)
H (-3.618785, 14.322746, -0.652094)
H (-2.702378, 13.660095, 0.671348)
H (-3.162507, 16.547487, 0.058921)
H (-1.611843, 15.722509, 0.019176)
C (4.121544, 5.904322, 3.651531)
C (5.411319, 6.036479, 4.468884)
C (5.249502, 6.641634, 5.839704)
C (4.316985, 7.796224, 5.867655)
N (3.551557, 8.682744, 5.909584)
H (3.302335, 5.388178, 4.152127)
H (4.283886, 5.476693, 2.662154)
H (3.762162, 6.891452, 3.360782)
H (6.088416, 6.646401, 3.870852)
H (5.865270, 5.052436, 4.585859)
H (6.224611, 6.909312, 6.246659)
H (4.755177, 5.888781, 6.453673)
C (-5.662837, 14.375098, 5.561057)
C (-6.466516, 13.387444, 4.686784)
C (-5.788382, 12.009070, 4.558459)
C (-5.668084, 11.327414, 5.840367)
N (-5.629940, 10.782867, 6.869987)
H (-5.638564, 14.035002, 6.596363)
H (-6.013491, 15.407150, 5.557138)
H (-4.645124, 14.423824, 5.173771)
H (-6.687809, 13.762820, 3.687674)
H (-7.441638, 13.201822, 5.137114)
H (-4.820066, 12.105848, 4.067449)
H (-6.423493, 11.344857, 3.972321)
C (-4.697652, 5.750585, -0.575029)
C (-3.872720, 6.686846, 0.283968)
C (-2.547092, 6.066832, 0.745083)
C (-1.668298, 5.636784, -0.359010)
N (-0.998766, 5.315865, -1.244737)
H (-4.361487, 5.589059, -1.599226)
H (-5.715723, 6.138416, -0.609895)
H (-4.734787, 4.720361, -0.220967)
H (-4.394054, 6.994737, 1.190341)
H (-3.695243, 7.612633, -0.263319)
H (-2.773589, 5.147811, 1.285635)
H (-2.011830, 6.738092, 1.416654)
C (-4.206792, 6.650855, 4.564960)
C (-4.605381, 7.612660, 5.714557)
C (-4.985646, 6.740097, 6.908124)
C (-6.201123, 5.961530, 6.779285)
N (-7.186687, 5.361222, 6.680788)
H (-3.973983, 7.189201, 3.646221)
H (-5.033898, 5.968967, 4.367409)
H (-3.367971, 6.016906, 4.852345)
H (-5.441173, 8.216124, 5.360455)
H (-3.819779, 8.348403, 5.886667)
H (-5.214026, 7.387163, 7.755023)
H (-4.157690, 6.088624, 7.187729)
C (-0.539436, 7.086876, 5.617916)
C (0.308551, 7.658810, 6.705312)
C (1.220871, 6.610076, 7.335836)
C (2.220567, 7.128403, 8.305345)
N (2.984179, 7.539095, 9.049745)
H (0.115877, 6.645774, 4.866857)
H (-1.300924, 7.735775, 5.185267)
H (-1.129530, 6.220870, 5.917754)
H (-0.331716, 8.129011, 7.451685)
H (0.979741, 8.458693, 6.392592)
H (1.776917, 6.083661, 6.560077)
H (0.592444, 5.922355, 7.901733)

Forces on atoms 1 to 3 (eV/Å):
-1.7 -1.0 -0.8
-2.3 2.4 0.0
2.0 -1.3 0.9

Löwdin atomic charge list, values in e, 8 entries: number 1, Pb, carries 1.431; number 2, O, carries 0.095; number 3, C, carries -0.321; number 4, O, carries 0.250; number 5, B, carries -0.969; number 6, O, carries 0.241; number 7, C, carries -0.312; number 8, O, carries -0.097